*a*
C16H32CuNO2P2Si | ωB97M-V/def2-TZVPD

```
55
Properties=species:S:1:pos:R:3:mulliken_charge:R:1
C -2.1175 -0.3063 0.9719 0.710
N 2.3666 0.2906 0.2832 -0.151
O 1.0320 2.4800 -2.8958 -0.555
C 2.5584 1.5255 0.7761 0.772
H -6.0823 -0.4560 1.2739 0.323
H -2.9362 -2.5113 3.2605 0.305
C 0.7138 -3.2670 -1.6972 -1.140
H 1.1902 2.7292 -0.3684 0.236
H -3.4634 -0.8983 3.7321 0.294
H 0.0030 0.3785 -5.4514 0.293
H 5.4587 -0.9939 0.4901 0.486
C -1.4440 3.0903 0.9072 -1.268
C 3.8287 1.9052 1.2154 -0.799
H -1.4636 3.8765 1.6637 0.441
O 0.0298 0.6210 -4.5151 -0.675
H -1.1780 3.5115 -0.0669 0.383
H 0.4323 -3.6597 -0.7090 0.382
H 5.8866 1.2858 1.4987 0.413
H 0.6873 1.8569 -3.6094 0.353
C 3.3890 -0.5764 0.1382 0.724
Cu 0.5019 -0.1419 -0.3998 -1.231
C 1.3646 2.4651 0.7230 -0.939
H 1.5938 3.3445 1.3442 0.470
H 3.9523 2.9099 1.6311 0.427
C -1.0174 0.2812 0.7108 -0.154
Si -3.6897 -1.2088 1.2739 -0.060
H -0.0622 2.5473 3.6355 0.434
C -0.1683 1.5913 3.1103 -1.249
P -0.2455 1.8241 1.3205 1.309
H 2.7663 -1.6329 -3.5232 0.442
H -1.0991 1.1150 3.4518 0.282
H 1.3273 3.2711 -3.3962 0.283
H -4.6775 -2.1582 3.3814 0.321
H -3.8137 -2.4395 -0.8747 0.290
H 3.8665 -2.1541 -1.3089 0.494
H -3.0304 -3.4226 0.3662 0.275
H -2.4263 2.6162 0.8595 0.322
H -5.1855 0.2149 -0.1124 0.307
C 1.9929 -1.0025 -3.0665 -1.141
H 2.3621 0.0239 -2.9263 0.317
C -3.8566 -2.7213 0.1858 -0.901
H -4.8062 -3.2486 0.3661 0.307
H -0.8590 0.4452 -4.1446 0.310
H -0.1971 -3.1117 -2.2958 0.344
H 1.3900 -3.9718 -2.1985 0.375
C 4.8913 1.0030 1.1495 -0.478
C 3.0862 -1.8676 -0.5921 -1.431
H 0.6940 0.9623 3.3718 0.364
C -3.7036 -1.7469 3.0773 -0.973
C -5.1191 -0.0300 0.9565 -0.966
H 2.9655 -2.6960 0.1186 0.456
H 1.1202 -0.9279 -3.7287 0.244
H -4.9570 0.9155 1.4925 0.298
P 1.4850 -1.6651 -1.4649 1.130
C 4.6629 -0.2652 0.6086 -0.805
```

Its orbital gap (alpha / beta) is 5.7 / 8.1 eV. The highest occupied orbital energy (alpha / beta) comes out at -8.213 / -10.601 eV. Its spin multiplicity is 2. Its molecular weight is 424.0 g mol⁻¹. The total charge is +1.

---

*b*
C16H32CuNO2P2Si | ωB97M-V/def2-TZVPD

```
55
Properties=species:S:1:pos:R:3:mulliken_charge:R:1
H -0.3308 -3.0949 -5.0915 0.401
C 0.8451 -1.3829 -2.3233 1.094
H -1.1811 -1.9757 3.7063 0.298
H 1.0617 1.0672 5.5121 0.329
C 2.6517 -2.5198 0.8016 -1.334
H 2.0271 3.2396 -4.3990 0.314
H 3.7185 -2.7428 0.8607 0.447
C -1.5274 -2.1509 -3.5724 -0.862
H 0.5946 -2.1346 3.7684 0.263
H -1.4721 1.9356 -2.6663 0.396
C -1.5211 -1.3883 -2.4036 0.888
H -3.4757 -0.5262 -2.8080 0.539
H -1.8383 1.2867 4.8365 0.367
H 0.9367 2.3575 0.7764 0.508
H 1.8249 -2.5250 -3.8914 0.345
C -4.0353 0.9201 0.0312 -1.270
P -2.5004 0.6626 -0.8566 1.137
H -1.7141 2.1203 3.2636 0.295
H 2.2653 0.7589 4.1978 0.305
P 2.4246 -0.9726 -0.0732 1.445
Cu -0.6883 -0.1076 0.0857 -1.310
C -2.3793 2.0323 -2.0510 -1.232
H -2.3016 2.9826 -1.5017 0.359
O 2.4692 2.7655 -3.6544 -0.613
C 0.8619 -2.1655 -3.5201 -1.090
H -3.2531 2.0709 -2.7206 0.428
H -3.8434 1.6755 0.8036 0.365
C 3.9863 -0.1309 0.1903 -1.501
C 2.1334 -1.0421 -1.8135 -1.185
C -1.7133 1.1381 3.7541 -0.954
H 4.8139 -0.8365 0.0675 0.469
N -0.3832 -1.0645 -1.7533 0.020
C 1.2420 -0.0360 0.7803 0.595
C -0.3177 -2.5459 -4.1455 -0.513
H -0.3076 -1.5163 5.1983 0.336
H 3.1931 3.3855 -3.4170 0.312
Si -0.0873 0.2615 3.4960 -0.145
C 0.4363 0.3080 1.7067 -0.203
H -2.5129 -2.3326 -4.0157 0.417
H -3.4036 -1.5438 -1.3436 0.471
H -2.5645 0.5548 3.3789 0.290
O 0.1206 2.6959 0.2780 -0.343
H -4.3100 -0.0117 0.5425 0.428
H 0.4477 2.9334 -0.5835 0.483
H 4.0089 0.2939 1.2014 0.378
H -4.8756 1.2461 -0.6017 0.393
C 1.2679 1.1705 4.4312 -1.014
H 1.2749 2.2423 4.1693 0.302
H 2.1353 -3.3322 0.2892 0.373
C -0.2574 -1.5106 4.0932 -0.951
H 2.2836 -2.4733 1.8294 0.246
C -2.8586 -0.7980 -1.9391 -1.409
H -0.3637 1.5855 0.0815 0.385
H 2.9636 -1.4832 -2.4161 0.126
H 4.0288 0.6537 -0.5695 0.381
```

Its orbital gap (alpha / beta) is 5.3 / 6.6 eV. The highest occupied orbital energy (alpha / beta) comes out at -8.147 / -9.517 eV. Its spin multiplicity is 2. Its molecular weight is 424.0 g mol⁻¹. The total charge is +1.

---

Which structure is most stable? *a*, by 0.1093 hartree over the runner-up.

---

*a*
C3H4ClNOS | ωB97M-V/def2-TZVPD

```
11
Properties=species:S:1:pos:R:3:mulliken_charge:R:1
C 0.7462 -0.8047 -0.7028 -0.120
H 2.8427 0.4491 -1.4212 0.291
N -2.1673 0.8532 1.3305 -0.446
C -1.3411 0.0601 0.7197 -0.055
H -1.7890 1.9792 2.6064 0.413
O -1.3067 2.0318 1.4977 -0.425
Cl 2.2864 -2.0046 -2.5987 -0.199
H -1.7567 -0.7157 0.2191 0.417
C 2.0740 -0.6018 -1.4456 -0.229
H 0.1027 -1.6715 -0.5786 0.316
S 0.3089 0.4249 0.3736 0.038
```

Its orbital gap is 8.4 eV. The highest occupied orbital energy comes out at -8.334 eV. Its molecular weight is 137.6 g mol⁻¹.

---

*b*
C3H4ClNOS | ωB97M-V/def2-TZVPD

```
11
Properties=species:S:1:pos:R:3:mulliken_charge:R:1
C -1.0759 -0.6085 0.1317 0.268
C -0.1245 -1.5283 -0.5748 -0.323
S -2.5120 -1.2722 0.5176 -0.260
Cl -0.0757 -0.8529 -2.2694 -0.175
O -0.6882 0.5947 0.5834 -0.072
H 0.8773 -1.4029 -0.3268 0.281
H -0.4190 -2.5952 -0.5271 0.358
N 0.6464 0.7972 0.3575 -0.314
C 0.9941 1.9816 0.5565 -0.319
H 2.0404 2.1450 0.5391 0.281
H 0.3371 2.7415 1.0125 0.273
```

Its orbital gap is 8.8 eV. The highest occupied orbital energy comes out at -8.985 eV. Its molecular weight is 137.6 g mol⁻¹.

---

*c*
C3H4ClNOS | ωB97M-V/def2-TZVPD

```
11
Properties=species:S:1:pos:R:3:mulliken_charge:R:1
S -1.8859 0.1007 1.4019 0.100
H 0.4804 -0.2862 -2.3423 0.374
C 1.0125 0.9351 0.5406 -0.788
H -1.3036 -2.1444 0.9465 0.408
H 0.8833 0.7008 1.5373 0.462
H 1.6040 1.8296 0.0977 0.183
Cl -3.6477 -0.9593 1.4279 -0.191
O 0.8496 0.5060 -1.7522 -0.535
C 0.5899 0.1625 -0.4329 0.610
N -0.0727 -1.0173 -0.2149 -0.500
C -0.9677 -1.1391 0.5886 -0.125
```

Its orbital gap is 8.7 eV. The highest occupied orbital energy comes out at -9.030 eV. Its molecular weight is 137.6 g mol⁻¹.

---

Which structure is most stable? *c*, by 0.0356 hartree over the runner-up.

---

*a*
C6H9N3O2 | ωB97M-V/def2-TZVPD

```
20
Properties=species:S:1:pos:R:3:mulliken_charge:R:1
H -2.0632 0.1563 0.9897 0.408
H 2.3568 1.8818 0.4841 0.338
O -1.1131 1.8834 1.3547 -0.598
C -1.2670 -0.6127 0.7608 -0.830
N -0.7511 1.5934 0.2342 0.833
H -0.9729 -1.0443 1.6486 0.431
N 0.5414 0.2202 -1.1617 -0.674
C 0.1253 0.3435 0.1244 0.861
N 1.1603 0.2764 1.0576 -0.407
H 2.7250 0.3789 -0.2312 0.320
O -1.0959 2.1893 -0.7781 -0.610
H 0.2121 -0.6467 -2.9637 0.385
C -1.5792 -1.5857 -0.2721 -0.229
H -2.0505 -2.4017 0.1889 0.391
C -1.0412 -1.6187 -1.5517 -0.486
H -1.4298 -2.4394 -2.0893 0.395
H 3.1176 0.5734 1.4597 0.365
H 0.7733 0.6361 1.9460 0.334
C -0.0721 -0.6516 -1.9096 -0.234
C 2.4242 0.8681 0.7086 -0.992
```

Its orbital gap is 8.8 eV. The highest occupied orbital energy comes out at -9.209 eV. Its molecular weight is 155.2 g mol⁻¹.

---

*b*
C6H9N3O2 | ωB97M-V/def2-TZVPD

```
20
Properties=species:S:1:pos:R:3:mulliken_charge:R:1
H -3.2926 1.0879 2.0418 0.240
H -1.7189 0.7675 2.6758 0.309
O 2.7257 1.1651 0.3440 -0.395
H -1.6643 -1.3223 -0.8256 0.165
H 2.0639 1.8866 2.0986 0.304
H 0.0671 -1.2412 -1.1459 0.300
C 2.8565 1.2809 1.7500 -0.677
N 3.8801 -0.1549 -2.2645 -0.474
C 0.3487 0.7584 0.4481 -0.141
O -2.0629 0.1987 0.6676 -0.424
C 2.9074 -0.3290 -1.7658 0.414
C -0.8371 0.1634 0.1723 0.593
H 3.7692 1.8190 1.9402 0.241
N 1.7233 -0.2297 -1.1420 -0.616
H 0.3217 1.6091 1.0931 0.240
H -1.9215 2.0755 1.4313 0.320
N -0.8077 -0.8660 -0.7361 -0.359
C 1.6237 0.6066 -0.1241 0.398
C -2.2371 1.0906 1.7822 -0.742
H 2.8384 0.2172 2.1426 0.304
```

Its orbital gap is 9.0 eV. The highest occupied orbital energy comes out at -8.550 eV. Its molecular weight is 155.2 g mol⁻¹.

---

Which structure is most stable? *b*, by 0.1174 hartree over the runner-up.

---

*a*
CH4N4O | ωB97M-V/def2-TZVPD

```
10
Properties=species:S:1:pos:R:3:mulliken_charge:R:1
N 0.7873 1.4812 -0.0565 -0.626
H 1.3604 -1.5303 0.5220 0.251
N 1.5261 -0.7094 -0.1587 -0.526
H 2.3565 -0.2036 -0.0500 0.284
O -2.8623 -0.1211 -0.1051 -0.450
N -0.7767 -0.2753 -0.0226 0.091
H -0.2169 1.8908 0.1255 0.393
H -0.9070 -1.3216 -0.0879 0.253
C 0.5590 0.2656 -0.1270 0.438
N -1.8265 0.5237 -0.0398 -0.107
```

Its orbital gap is 10.1 eV. The highest occupied orbital energy comes out at -9.981 eV. Its molecular weight is 88.1 g mol⁻¹.

---

*b*
CH4N4O | ωB97M-V/def2-TZVPD

```
10
Properties=species:S:1:pos:R:3:mulliken_charge:R:1
C -0.1444 -1.1834 0.0968 -0.154
N -0.3563 1.3913 -0.3552 -0.168
N 1.3507 0.5966 -0.7800 -0.338
O -0.3474 -1.0433 1.5007 -0.493
H -0.9220 -1.7105 -0.4366 0.280
N 0.1230 0.0847 -0.5086 0.361
H -0.1149 -0.1026 1.7323 0.330
H -1.3089 1.8149 -0.4891 0.258
N 0.9117 1.8235 -0.6068 -0.320
H 0.8084 -1.6711 -0.1534 0.245
```

Its orbital gap is 10.6 eV. The highest occupied orbital energy comes out at -9.916 eV. Its molecular weight is 88.1 g mol⁻¹.

---

Which structure is most stable? *a*, by 0.0770 hartree over the runner-up.

---

*a*
CH4NP | ωB97M-V/def2-TZVPD

```
7
Properties=species:S:1:pos:R:3:mulliken_charge:R:1
H -0.1360 -2.2425 0.4601 0.281
P 0.3414 1.4844 -0.1765 -0.083
N -0.0980 -1.2158 0.5474 -0.466
H 0.0947 -0.7710 -1.7327 0.168
H -0.9821 1.4884 -0.1308 0.045
H 0.6288 1.5592 1.2696 0.077
C 0.1512 -0.3027 -0.2371 -0.022
```

Its orbital gap is 9.8 eV. The highest occupied orbital energy comes out at -8.761 eV. Its molecular weight is 61.0 g mol⁻¹.

---

*b*
CH4NP | ωB97M-V/def2-TZVPD

```
7
Properties=species:S:1:pos:R:3:mulliken_charge:R:1
H 0.0637 0.1709 -1.1050 0.265
C -0.2723 0.6044 -0.0673 -0.884
P -0.1025 -0.7160 1.2296 0.193
H 1.0484 -2.6065 0.7214 0.243
H 0.3809 1.4675 0.1067 0.291
H -1.1284 1.2176 -0.0350 0.365
N 0.7127 -1.7123 0.3564 -0.474
```

Its orbital gap is 9.1 eV. The highest occupied orbital energy comes out at -9.072 eV. Its molecular weight is 61.0 g mol⁻¹.

---

Which structure is most stable? *b*, by 0.0842 hartree over the runner-up.

---

*a*
C4H7N2 | ωB97M-V/def2-TZVPD

```
13
Properties=species:S:1:pos:R:3:mulliken_charge:R:1
C -1.7768 -0.2795 -0.0341 -0.942
H -2.1866 -0.2817 0.9574 0.329
H 1.0124 2.9340 -0.6018 0.276
H 1.9452 -2.5127 0.4297 0.221
N 0.0067 1.2176 -0.3479 -0.153
H -1.8617 -1.2943 -0.3577 0.339
H 1.5972 -1.8974 -1.0281 0.243
H 1.0865 2.2334 1.2150 0.295
C -0.3690 0.0039 0.0340 0.692
N 1.4438 -1.8036 -0.0272 -0.382
H -2.1455 0.4314 -0.8210 0.339
C 0.5105 -0.9101 0.4138 -0.120
C 0.7374 2.1588 0.1680 -0.136
```

Its orbital gap (alpha / beta) is 6.9 / 8.4 eV. The highest occupied orbital energy (alpha / beta) comes out at -11.889 / -15.899 eV. Its spin multiplicity is 3. Its molecular weight is 83.1 g mol⁻¹. The total charge is +1.

---

*b*
C4H7N2 | ωB97M-V/def2-TZVPD

```
13
Properties=species:S:1:pos:R:3:mulliken_charge:R:1
C -1.2539 0.6064 0.5778 -1.150
C -0.2538 0.0922 -0.3854 0.217
H -1.9695 1.1532 -0.0120 0.339
N 2.1626 0.2304 0.2055 -0.367
H -0.3361 -1.9257 0.7200 0.404
H 0.2429 -2.0239 -0.9105 0.304
H 1.4945 1.6188 -0.9680 0.332
C 1.5131 -0.7995 0.1343 0.274
H -1.7147 -0.2163 1.0710 0.329
N 1.1628 1.0554 -0.1690 0.036
H -0.9048 1.5394 1.1812 0.334
C 0.2660 -1.4492 0.0089 -0.525
H -0.4091 0.1189 -1.4537 0.474
```

Its orbital gap (alpha / beta) is 8.8 / 8.7 eV. The highest occupied orbital energy (alpha / beta) comes out at -13.046 / -16.675 eV. Its spin multiplicity is 3. Its molecular weight is 83.1 g mol⁻¹. The total charge is +1.

---

Which structure is most stable? *a*, by 0.0816 hartree over the runner-up.